A) C3H9N3 | ωB97M-V with the def2-TZVPD basis set

* orbital gap: 8.751 eV
* HOMO: -7.814 eV
* structure (SMILES): [H]/N=C/N.C=CN

ORCA input file:
```
! wB97M-V def2-TZVPD RIJCOSX def2/J DEFGRID3
* xyz 0 1
C -1.3949 -1.1001 1.5150
C -0.2564 -1.8070 1.3506
N 0.8345 -1.4024 0.6025
H -1.9316 -1.1100 2.4560
H -1.9811 -0.7044 0.6929
H -0.1046 -2.8085 1.7407
H 0.6583 -0.6385 -0.0443
H 1.2843 -2.1853 0.1414
N 0.2023 1.7860 -0.1535
C 0.3208 1.5170 -1.4881
N 1.3444 1.7478 -2.2075
H 1.0739 1.9928 0.3087
H -0.6558 2.2204 0.1335
H -0.6304 1.2199 -1.9464
H 1.2363 1.2723 -3.1017
*
```

Here are the Mulliken charges for atoms 1 to 8, given in e: -0.74 -0.09 -0.36 0.24 0.25 0.32 0.14 0.24

B) C3H9N3 | ωB97M-V with the def2-TZVPD basis set

* orbital gap: 9.138 eV
* HOMO: -8.223 eV

ORCA input file:
```
! wB97M-V def2-TZVPD RIJCOSX def2/J DEFGRID3
* xyz 0 1
C -1.6546 0.8446 2.2536
C -0.2845 0.4261 0.2592
C 1.7315 -1.2025 -2.1231
H -1.7319 2.1061 2.7379
H -1.6422 -0.1476 3.0176
H -2.7038 0.7632 1.4054
H 0.3397 0.5658 2.0730
H -1.2550 0.4908 -0.3857
H 0.2140 0.1827 -2.1036
H 1.4808 -1.0710 -3.3296
H 2.7402 -0.5420 -1.6896
H 1.9159 -2.4897 -1.9011
N -0.4092 0.9412 1.5656
N 0.7924 -0.1811 -0.2074
N 0.4667 -0.6868 -1.5722
*
```

Here are the Mulliken charges for atoms 1 to 8, given in e: -0.61 -0.02 -0.60 0.21 0.23 0.25 0.26 0.21

Short version: B) is the least stable of them.

A) C3H9N3 | ωB97M-V with the def2-TZVPD basis set

* orbital gap (spin up / spin down): 9.227 / 7.462 eV
* HOMO (spin up / spin down): -9.051 / -8.196 eV

ORCA input file:
```
! wB97M-V def2-TZVPD RIJCOSX def2/J DEFGRID3
* xyz 0 1
C 0.9658 -1.4082 -1.0033
C 0.3381 0.9548 1.6100
N 0.5204 -0.1793 -0.3659
N 0.3836 -0.3244 0.9918
C -1.1495 0.0502 -0.5582
N -1.5253 1.2607 -0.8918
H -1.4407 -0.2464 0.5495
H -0.7697 1.9339 -1.0093
H -1.5406 -0.8338 -1.0624
H 0.7390 -1.3135 -2.0673
H 2.0466 -1.4869 -0.8942
H 0.4697 -2.2976 -0.5959
H 1.3371 1.3981 1.6278
H -0.3462 1.6529 1.0404
H -0.0284 0.8396 2.6288
*
```

Here are the Mulliken charges for atoms 1 to 8, given in e: -0.91 -0.56 0.12 -0.57 -0.41 -0.60 0.38 0.33

B) C3H9N3 | ωB97M-V with the def2-TZVPD basis set

* orbital gap: 9.751 eV
* HOMO: -8.823 eV
* structure (SMILES): [H]/N=C(/N)CNC

ORCA input file:
```
! wB97M-V def2-TZVPD RIJCOSX def2/J DEFGRID3
* xyz 0 1
C -1.0047 -2.2650 -0.8776
C -0.7112 -0.0313 0.1668
C 0.3676 1.0097 0.5029
H -1.0315 -2.7643 0.1299
H -2.0360 -2.0225 -1.2684
H -0.6597 -2.9154 -1.7019
H 0.0081 -0.5730 -1.7112
H -1.7147 0.4232 -0.1531
H -0.9774 -0.4582 1.1309
H 2.0015 -0.1392 -0.2132
H 2.3837 1.4675 0.2062
H -0.8420 2.0253 1.4958
N -0.2189 -1.0177 -0.7767
N 1.6123 0.7757 -0.0010
N 0.1720 2.0528 1.2538
*
```

Here are the Mulliken charges for atoms 1 to 8, given in e: -0.80 -0.47 0.44 0.25 0.29 0.29 0.26 0.26

Short version: A) is the least stable of them.

A) C3H9N3 | ωB97M-V with the def2-TZVPD basis set

* orbital gap: 7.692 eV
* HOMO: -6.559 eV
* structure (SMILES): C/C(N)=C\NN

ORCA input file:
```
! wB97M-V def2-TZVPD RIJCOSX def2/J DEFGRID3
* xyz 0 1
C 0.8212 -1.4717 0.7267
N 0.0566 0.5141 -1.4007
C 0.0082 -0.2026 0.8106
N -0.4032 1.4960 -2.3002
N -0.3782 0.1016 2.1376
C -0.6640 0.3627 -0.2337
H 1.0527 0.2071 -1.0196
H -0.5348 1.0716 -3.2143
H 0.2619 2.2638 -2.3764
H -1.0954 0.8107 2.1991
H -0.6483 -0.7036 2.6898
H -1.5762 0.9389 -0.1507
H 0.9198 -1.8202 -0.2987
H 1.8245 -1.2993 1.1201
H 0.3550 -2.2692 1.3105
*
```

Here are the Mulliken charges for atoms 1 to 8, given in e: -1.29 -0.08 0.52 -0.63 -0.52 -0.50 0.27 0.23

B) C3H9N3 | ωB97M-V with the def2-TZVPD basis set

* orbital gap: 9.586 eV
* HOMO: -8.934 eV
* structure (SMILES): [H]/N=C(\CN)NC

ORCA input file:
```
! wB97M-V def2-TZVPD RIJCOSX def2/J DEFGRID3
* xyz 0 1
C -0.4499 1.2294 1.8761
C -0.4761 0.2372 -0.3441
C 0.6930 -0.5129 -0.7771
H -1.5913 1.0010 1.8192
H 0.0301 0.3560 2.3961
H -0.2894 2.1469 2.3639
H 0.9686 1.3627 0.3561
H -1.5297 -0.9247 -1.0764
H 1.0135 -1.0330 0.1230
H 1.4777 0.1369 -1.1087
H 0.8399 -1.3635 -2.4913
H 0.7353 -2.3501 -1.3990
N -0.0259 1.3059 0.4714
N -1.6935 -0.0800 -0.5093
N 0.2977 -1.5120 -1.6999
*
```

Here are the Mulliken charges for atoms 1 to 8, given in e: -0.86 0.34 -0.33 0.32 0.25 0.31 0.24 0.37

Short version: A) is the least stable of them.

A) C4H12N2S | ωB97M-V with the def2-TZVPD basis set

* orbital gap: 9.923 eV
* HOMO: -8.930 eV
* structure (SMILES): C[C@H](CS)NCN

ORCA input file:
```
! wB97M-V def2-TZVPD RIJCOSX def2/J DEFGRID3
* xyz 0 1
C -1.6210 0.0503 -1.6389
C -0.4236 0.2912 -0.7614
C 0.8837 -0.2016 -1.3971
S 2.4179 0.1734 -0.5113
N -0.4484 -0.3728 0.5753
C -1.6042 0.1498 1.3763
N -1.5198 -0.1329 2.8020
H -2.5548 0.1896 -1.0838
H -1.5811 0.7034 -2.5154
H -1.8129 -0.9537 -2.0269
H -0.2638 1.3573 -0.5893
H 0.7572 -1.2826 -1.6262
H 0.9971 0.0894 -2.4430
H 2.0206 -0.4157 0.6249
H -0.4736 -1.3809 0.4780
H -1.5505 1.2104 1.1706
H -2.4487 -0.4670 1.0095
H -1.0275 0.6372 3.2476
H -0.8902 -0.9119 2.9721
*
```

Here are the Mulliken charges for atoms 1 to 8, given in e: -1.44 0.44 -1.03 -0.24 -0.38 -0.53 -0.65 0.38

B) C4H12N2S | ωB97M-V with the def2-TZVPD basis set

* orbital gap: 9.663 eV
* HOMO: -8.805 eV
* structure (SMILES): NCNCCCS

ORCA input file:
```
! wB97M-V def2-TZVPD RIJCOSX def2/J DEFGRID3
* xyz 0 1
C 0.8517 -0.4041 -0.1186
N -0.5207 -0.1951 -0.6071
C -1.1946 -1.4397 -1.0003
N -2.5306 -1.1776 -1.5209
C 1.2234 0.1190 1.2692
C 0.5445 1.4586 1.6009
S 1.5656 2.9161 1.2177
H 1.5852 -0.1049 -0.8669
H 0.9850 -1.4938 -0.1034
H -0.4405 0.4056 -1.4181
H -0.6155 -1.8965 -1.8025
H -1.3132 -2.0753 -0.1279
H -2.4809 -0.9725 -2.5103
H -2.9383 -0.3758 -1.0543
H 2.3049 0.2425 1.2355
H 1.0462 -0.5723 2.0903
H 0.3671 1.4843 2.6755
H -0.3761 1.5445 1.0435
H 1.9368 2.5369 -0.0022
*
```

Here are the Mulliken charges for atoms 1 to 8, given in e: -0.66 -0.27 -0.53 -0.65 -0.69 -0.66 -0.24 0.39

C) C4H12N2S | ωB97M-V with the def2-TZVPD basis set

* orbital gap: 9.536 eV
* HOMO: -8.577 eV
* structure (SMILES): CN[C@@H](CN)CS

ORCA input file:
```
! wB97M-V def2-TZVPD RIJCOSX def2/J DEFGRID3
* xyz 0 1
C 2.1945 -1.8817 -0.4013
N 1.6400 -0.7048 -1.0042
C 0.6639 0.1130 -0.2697
C -0.4082 -0.7571 0.3544
S -1.3386 0.0626 1.7099
C 0.0616 1.0224 -1.3635
N -1.1636 1.8014 -1.0823
H 1.7096 -2.8121 -0.7225
H 2.0752 -1.8466 0.6853
H 3.2534 -1.9927 -0.6275
H 2.2498 -0.1199 -1.5453
H 1.2346 0.6854 0.4548
H -0.1009 -1.7046 0.7584
H -1.1387 -1.0518 -0.3969
H -2.5261 -0.0636 1.1238
H 0.8572 1.6988 -1.7070
H -0.0919 0.4118 -2.2380
H -0.9620 2.7498 -1.3649
H -1.2689 1.8741 -0.0703
*
```

Here are the Mulliken charges for atoms 1 to 8, given in e: -0.99 -0.29 0.31 -0.80 -0.26 -0.97 -0.54 0.25

Short version: C) is the least stable of them.

A) C4H12N2S | ωB97M-V with the def2-TZVPD basis set

* orbital gap: 9.710 eV
* HOMO: -8.790 eV
* structure (SMILES): NCCNCCS

ORCA input file:
```
! wB97M-V def2-TZVPD RIJCOSX def2/J DEFGRID3
* xyz 0 1
C -0.5409 0.0346 -0.9886
N 0.4837 0.7179 -0.2217
C 1.0463 0.0157 0.9051
C 2.5013 -0.4155 0.7158
S 2.7041 -1.9951 -0.1866
C -1.9186 -0.0145 -0.3559
N -2.6627 1.2323 -0.3986
H -0.2645 -0.9928 -1.2197
H -0.5831 0.4547 -1.9955
H 1.6794 -2.0638 -1.0463
H 1.0263 0.6240 1.8201
H 0.4944 -0.8541 1.2892
H 2.9900 -0.6048 1.6689
H 3.0366 0.3628 0.1794
H -2.5248 -0.7195 -0.9396
H -1.8473 -0.5593 0.5994
H -2.2570 2.0179 0.1106
H 0.2056 1.6547 0.0220
H -3.5688 1.1050 0.0421
*
```

Here are the Mulliken charges for atoms 1 to 8, given in e: -0.59 -0.22 -0.62 -0.60 -0.23 -0.47 -0.57 0.16

B) C4H12N2S | ωB97M-V with the def2-TZVPD basis set

* orbital gap: 9.893 eV
* HOMO: -9.010 eV
* structure (SMILES): NC[C@H](N)CCS

ORCA input file:
```
! wB97M-V def2-TZVPD RIJCOSX def2/J DEFGRID3
* xyz 0 1
N -1.8287 -0.9887 1.1248
C -0.8236 -0.2481 0.3619
C 0.3390 0.1335 1.2597
C 1.6101 0.6079 0.5524
S 2.2023 -0.4890 -0.7866
C -1.4041 0.9772 -0.3580
N -2.3700 0.5158 -1.3666
H -2.6799 -1.0376 0.5757
H -2.0514 -0.4983 1.9840
H -0.4490 -0.9179 -0.4180
H 0.5672 -0.6840 1.9410
H 0.0128 0.9591 1.9026
H 2.4162 0.6042 1.2785
H 1.5055 1.6170 0.1724
H 2.9760 -1.2585 -0.0144
H -0.6013 1.5773 -0.7932
H -1.9454 1.5603 0.3840
H -1.8942 -0.1378 -1.9830
H -2.6475 1.2805 -1.9716
*
```

Here are the Mulliken charges for atoms 1 to 8, given in e: -0.72 0.18 -0.82 -0.82 -0.24 -0.63 -0.59 0.30

Short version: A) is the least stable of them.

A) C4H12N2S | ωB97M-V with the def2-TZVPD basis set

* orbital gap: 9.102 eV
* HOMO: -8.142 eV
* structure (SMILES): C[C@@H](CS)NCN

ORCA input file:
```
! wB97M-V def2-TZVPD RIJCOSX def2/J DEFGRID3
* xyz 0 1
C 1.5247 -0.6295 0.4314
C 0.2317 -0.6530 -0.4148
C -0.7964 -1.7614 -0.1790
S -0.0604 -3.2874 -0.9377
N -0.5483 0.4884 0.1698
C -0.3181 1.8054 -0.3503
N -0.6043 2.8861 0.5577
H 1.5845 0.2625 1.0380
H 2.5299 -0.7619 0.0066
H 1.3481 -1.5355 1.0303
H 0.4008 -0.4666 -1.4771
H -1.6860 -1.5122 -0.7540
H -1.0037 -1.8379 0.8804
H 0.7599 -3.6683 0.0689
H -1.3053 0.2767 0.7865
H -0.7963 1.9437 -1.3661
H 0.7581 1.7985 -0.5724
H -1.5412 2.8534 0.9373
H -0.4777 3.7987 0.1445
*
```

Here are the Mulliken charges for atoms 1 to 8, given in e: -1.07 0.25 -1.18 -0.22 -0.26 -0.36 -0.58 0.34

B) C4H12N2S | ωB97M-V with the def2-TZVPD basis set

* orbital gap: 9.683 eV
* HOMO: -8.751 eV
* structure (SMILES): C[C@@H](CS)NCN

ORCA input file:
```
! wB97M-V def2-TZVPD RIJCOSX def2/J DEFGRID3
* xyz 0 1
C 0.5602 0.4090 1.6216
C 0.2066 0.1759 0.1485
C 0.9132 -0.8824 -0.5345
S 2.6844 -0.8162 -0.5289
N -1.2593 -0.0516 -0.0306
C -2.1336 1.0843 0.2141
N -3.4497 1.0110 -0.4478
H 0.6835 -0.5438 2.1637
H -0.3177 0.8360 2.1112
H 1.4536 1.1232 1.7965
H 0.3825 1.1897 -0.3121
H 0.4583 -0.9609 -1.5261
H 0.6233 -1.8888 -0.0835
H 2.8082 -1.7869 -1.3744
H -1.6364 -0.7955 0.4681
H -1.7050 2.0845 -0.0415
H -2.3542 0.9799 1.2745
H -4.1857 0.4693 0.0677
H -3.4759 0.9155 -1.4316
*
```

Here are the Mulliken charges for atoms 1 to 8, given in e: -1.25 0.34 -0.76 -0.22 -0.41 -0.57 -0.53 0.29

C) C4H12N2S | ωB97M-V with the def2-TZVPD basis set

* orbital gap: 9.476 eV
* HOMO: -8.634 eV
* structure (SMILES): CNC[C@@H](N)CS

ORCA input file:
```
! wB97M-V def2-TZVPD RIJCOSX def2/J DEFGRID3
* xyz 0 1
N -0.9675 1.4215 -0.7374
C -0.2156 0.5170 0.1011
C -0.4981 0.5875 1.6258
S -2.0700 1.2914 2.1523
C -0.4046 -0.8856 -0.4253
N 0.7642 -1.7112 -0.5760
C 1.8869 -1.1772 -1.3236
H -0.9395 2.3932 -0.4837
H -1.8732 1.0564 -0.9724
H 0.8125 0.8692 -0.0074
H -0.4899 -0.4186 2.0608
H 0.2708 1.0365 2.1846
H -1.9174 2.5522 1.7546
H -1.0147 -0.9259 -1.3323
H -1.0959 -1.3976 0.2622
H 1.0737 -2.0754 0.2964
H 2.6870 -0.7745 -0.6937
H 1.6187 -0.3770 -2.0069
H 2.3725 -1.9819 -1.8791
*
```

Here are the Mulliken charges for atoms 1 to 8, given in e: -0.65 0.94 -1.11 -0.21 -1.39 -0.29 -0.97 0.21

D) C4H12N2S | ωB97M-V with the def2-TZVPD basis set

* orbital gap: 9.588 eV
* HOMO: -8.724 eV
* structure (SMILES): CN[C@H](CN)CS

ORCA input file:
```
! wB97M-V def2-TZVPD RIJCOSX def2/J DEFGRID3
* xyz 0 1
C 0.9261 -0.9348 1.9936
N -0.0818 0.0657 1.5620
C -0.3670 0.3121 0.2066
C 0.5148 1.4050 -0.5058
S -0.1304 2.3007 -1.9377
C -0.5271 -0.9687 -0.6393
N -0.8242 -0.9654 -2.0141
H 1.0054 -1.7242 1.2454
H 1.9364 -0.5747 2.4187
H 0.7509 -1.4914 2.9295
H 0.1413 0.8644 2.1156
H -1.3796 0.8931 0.3066
H 0.8720 1.8914 0.4006
H 1.4368 0.7756 -0.9822
H -1.4584 2.0862 -1.6770
H -1.1072 -1.7373 -0.0615
H 0.4207 -1.3456 -0.7612
H -0.3467 -0.1647 -2.4736
H -1.7818 -0.6876 -2.1261
*
```

Here are the Mulliken charges for atoms 1 to 8, given in e: -0.85 -0.38 0.33 -0.71 -0.23 -1.12 -0.61 0.31

Short version: D) is the least stable of them.